Record 1
ORCA calculation (ωB97M-V/def2-TZVPD) on the molecule C22H28N2O5S.

Atoms and positions in Å:
C: 0.964 -5.281 3.331
O: 2.090 -4.455 3.140
C: 2.171 -3.743 1.985
C: 3.306 -2.949 1.819
C: 3.487 -2.188 0.682
C: 2.530 -2.193 -0.334
O: 2.603 -1.470 -1.479
C: 3.768 -0.718 -1.730
C: 1.405 -2.991 -0.163
S: 0.118 -3.071 -1.420
O: -0.815 -4.070 -0.975
O: 0.686 -3.225 -2.726
N: -0.693 -1.628 -1.384
C: -1.257 -1.269 -0.105
C: -2.400 -0.277 -0.313
C: -1.983 0.936 -1.158
C: -1.051 1.871 -0.392
O: -0.289 1.476 0.474
N: -1.084 3.179 -0.749
C: -2.007 3.766 -1.693
C: -0.275 4.126 0.005
C: -1.136 5.018 0.860
C: -1.946 4.452 1.838
C: -2.764 5.248 2.617
C: -2.780 6.621 2.429
C: -1.974 7.192 1.460
C: -1.159 6.393 0.676
C: -1.292 0.449 -2.444
C: -0.150 -0.502 -2.100
C: 1.218 -3.752 0.972
H: 0.891 -6.047 2.553
H: 1.113 -5.759 4.298
H: 0.038 -4.698 3.352
H: 4.047 -2.943 2.603
H: 4.378 -1.588 0.595
H: 3.894 0.082 -0.992
H: 4.661 -1.350 -1.742
H: 3.624 -0.281 -2.716
H: -1.631 -2.188 0.348
H: -0.497 -0.822 0.548
H: -2.762 0.057 0.660
H: -3.214 -0.787 -0.833
H: -2.893 1.484 -1.419
H: -3.018 3.838 -1.279
H: -1.668 4.775 -1.921
H: -2.041 3.200 -2.622
H: 0.325 4.721 -0.692
H: 0.393 3.531 0.634
H: -1.924 3.382 1.985
H: -3.389 4.799 3.375
H: -3.417 7.243 3.039
H: -1.982 8.261 1.311
H: -0.531 6.844 -0.080
H: -0.901 1.290 -3.019
H: -2.022 -0.084 -3.055
H: 0.329 -0.896 -2.996
H: 0.598 0.026 -1.493
H: 0.321 -4.347 1.013

Cartesian forces, eV/Å:
C -0.12 -0.10 0.04
O 0.21 0.12 0.01
C 0.09 0.21 -0.27
C -0.27 -0.23 0.10
C -0.06 0.09 -0.24
C 0.06 0.03 0.07
O -0.01 -0.13 0.11
C 0.11 0.13 -0.01
C -0.35 0.19 -0.68
S -0.32 -0.19 -0.25
O 0.09 0.17 0.34
O 0.20 0.27 0.14
N 0.42 -0.88 -0.08
C -0.35 -0.04 0.73
C 0.28 0.06 0.04
C -0.10 -0.06 0.09
C -0.29 -0.01 -0.30
O 0.12 -0.30 0.33
N 0.27 0.33 0.00
C -0.30 -0.10 -0.13
C 0.23 -0.14 0.17
C 0.05 0.10 -0.06
C 0.01 0.01 -0.02
C -0.04 -0.07 0.04
C -0.03 0.12 0.02
C -0.06 0.12 0.05
C 0.06 -0.11 0.01
C 0.11 -0.08 0.13
C 0.30 0.42 -0.57
C 0.01 -0.24 0.42
H -0.01 0.02 0.01
H -0.07 0.01 -0.08
H 0.01 -0.01 -0.01
H 0.09 0.01 0.09
H 0.07 0.07 -0.04
H 0.01 -0.04 -0.03
H -0.04 0.01 0.01
H 0.06 0.00 0.06
H -0.09 0.14 0.10
H -0.11 -0.11 -0.08
H -0.04 -0.04 0.00
H -0.05 0.00 0.01
H 0.09 -0.02 -0.02
H 0.01 0.06 -0.08
H -0.02 -0.02 -0.03
H -0.03 0.03 -0.01
H -0.04 -0.02 0.07
H -0.04 0.17 -0.16
H 0.00 -0.14 0.03
H -0.05 -0.04 0.07
H -0.05 0.05 0.05
H -0.01 0.09 -0.01
H 0.06 0.02 -0.09
H -0.01 0.00 -0.05
H -0.01 0.03 -0.07
H 0.01 0.22 0.00
H -0.02 -0.06 -0.10
H -0.07 -0.11 0.12

Its net charge is 0. The HOMO-LUMO gap comes out at 8.74 eV. The calculation puts the highest occupied orbital energy at -8.16 eV. As for the SMILES: COc1ccc(OC)c(S(=O)(=O)N2CCC(C(=O)N(C)Cc3ccccc3)CC2)c1. As for the energy relative to the best compared isomer or geometry (same formula, charge and spin): 307.9 kJ/mol.

Results of the natural (NBO) charge analysis, in e, for atoms 1 through 4:
1. C -0.253
2. O -0.491
3. C 0.280
4. C -0.214

Record 2
ORCA calculation (ωB97M-V/def2-TZVPD) on the molecule C13H20BNO4S at a distorted geometry.

Atoms and positions in Å:
C: 0.231 -2.820 4.031
O: 1.380 -2.047 4.089
C: 1.414 -1.069 3.067
C: 2.637 -0.723 2.405
C: 2.690 0.358 1.531
C: 1.587 1.064 1.171
C: 1.621 2.184 0.172
C: 0.858 2.027 -1.220
N: -0.352 1.181 -1.088
C: -0.239 -0.217 -1.368
O: 0.814 -0.744 -1.552
C: -1.523 -1.014 -1.444
C: -1.324 -2.294 -0.696
C: -2.067 -1.322 -2.912
S: -2.550 0.256 -3.817
B: 0.067 3.187 -1.963
O: 0.472 4.477 -1.715
O: -0.968 3.028 -2.839
C: 0.392 0.679 1.707
C: 0.302 -0.303 2.685
H: -0.482 -2.436 4.759
H: 0.393 -3.838 4.463
H: -0.149 -2.982 3.031
H: 3.494 -1.248 2.752
H: 3.666 0.718 1.104
H: 1.079 2.978 0.581
H: 2.533 2.548 -0.129
H: 1.406 1.375 -1.976
H: -1.286 1.485 -0.771
H: -2.381 -0.436 -0.965
H: -2.253 -2.855 -0.610
H: -0.849 -2.212 0.285
H: -0.549 -2.883 -1.273
H: -1.141 -1.643 -3.495
H: -2.899 -2.033 -2.831
H: -3.391 -0.367 -4.596
H: -0.109 5.052 -2.164
H: -1.380 2.098 -2.971
H: -0.492 1.216 1.371
H: -0.653 -0.422 3.192

Cartesian forces, eV/Å:
C -0.83 -1.78 1.62
O 1.19 1.47 -1.98
C 0.77 0.94 -0.62
C -1.56 -0.19 1.43
C 2.45 -0.37 -0.06
C -0.23 0.28 -1.56
C -2.46 -0.78 -1.60
C -1.39 -2.35 -0.33
N -0.75 -3.58 0.04
C -1.48 2.57 0.46
O 1.52 -0.55 -0.50
C -2.60 1.24 0.00
C 1.40 -1.66 -0.62
C 2.64 1.11 0.22
S 0.43 -0.74 1.31
B 1.45 1.15 -0.01
O 0.63 -1.22 0.69
O -1.01 -1.86 -0.30
C -0.97 0.08 0.64
C -0.33 -0.58 0.54
H -0.67 0.39 -0.50
H 0.60 0.60 -0.45
H -0.26 0.33 -0.18
H 0.80 -0.29 -0.11
H -0.89 -0.77 0.54
H -0.55 1.58 1.03
H 2.57 0.63 -0.07
H 0.01 1.12 0.97
H 1.09 -0.01 -0.33
H 1.06 -0.41 -0.33
H 0.04 -0.12 -0.01
H -0.32 0.48 0.04
H -1.02 0.29 0.50
H -1.57 -0.40 0.70
H 0.42 0.26 -0.34
H -0.66 -0.19 -0.72
H -0.95 1.39 -0.84
H 1.35 2.33 0.40
H 0.00 -0.16 0.50
H 0.09 -0.24 -0.15

Its net charge is 0. The HOMO-LUMO gap comes out at 8.97 eV. The calculation puts the highest occupied orbital energy at -8.59 eV. As for the SMILES: COc1ccc(C[C@@H](NC(=O)[C@H](C)CS)B(O)O)cc1. As for the energy relative to the best compared isomer or geometry (same formula, charge and spin): 133.1 kJ/mol.

Results of the natural (NBO) charge analysis, in e, for atoms 1 through 4:
1. C -0.257
2. O -0.505
3. C 0.276
4. C -0.247